Entry 1:
Below is 2 unconnected molecules or ions with the total composition C10H9N3OS in a non-equilibrium geometry, with properties calculated with wB97M-V/def2-TZVPD.

Structure (XYZ):
```
24
Properties=species:S:1:pos:R:3:forces:R:3
C 1.74060 -2.45908 0.00376 1.01 -0.40 0.19
C 1.58232 -1.84878 1.27069 -0.78 -0.20 -0.40
C 1.38051 -1.84581 -1.18132 -1.09 1.42 3.25
C 1.08161 -0.56375 1.39951 -0.84 -0.57 -2.46
C 0.73862 -0.61399 -1.08222 1.14 0.86 -1.33
C -3.08567 -0.83325 1.09557 2.30 2.14 1.67
C 0.62243 0.11454 0.13759 1.76 -2.82 1.47
C -2.83491 0.24904 0.27533 -0.95 -0.66 -0.85
C 0.15504 1.35908 0.15698 -0.59 -0.28 0.02
C -1.26820 3.01072 0.99623 -0.75 0.34 1.32
N -4.16277 -1.49473 0.74044 -1.30 -1.85 0.18
N -4.74963 -1.09154 -0.30938 -0.95 -0.03 -0.68
N 0.10631 2.56764 0.50211 -4.85 -0.96 0.02
O 0.88154 3.44300 0.24851 3.54 3.33 -0.41
S -4.04774 0.25577 -0.96821 1.58 0.28 1.05
H 2.29158 -3.41598 -0.07673 -0.64 0.49 0.33
H 1.69421 -2.57173 2.07248 0.39 0.72 0.52
H 1.55464 -2.40821 -2.01416 0.26 -0.73 -2.60
H 0.79758 -0.10446 2.31909 0.24 0.17 0.60
H 0.65601 0.01416 -1.98314 -0.59 -0.59 0.29
H -2.58504 -1.04300 2.08191 -0.46 0.05 -1.46
H -1.08980 3.69912 1.85549 0.18 -0.80 -0.33
H -1.88322 3.69224 0.31950 1.13 -1.49 0.11
H -1.77903 2.05349 1.33182 0.27 1.58 -0.49
```
Positions in Å, forces in eV/Å.

Summary:
HOMO level (alpha / beta) (eV): -7.67 / -8.98
Gap between HOMO and LUMO (alpha / beta) (Eh): 0.1985 / 0.2881

Need the Mulliken charges? In units of e they are:
1 C -0.22
2 C -0.52
3 C -0.66
4 C -0.47
5 C -0.44
6 C -0.32
7 C 0.84
8 C 0.30
9 C -0.38
10 C -0.65
11 N -0.29
12 N -0.24
13 N 0.63
14 O -0.69
15 S 0.07
16 H 0.31
17 H 0.33
18 H 0.49
19 H 0.43
20 H 0.35
21 H 0.36
22 H 0.28
23 H 0.24
24 H 0.24

***

Entry 2:
Below is a molecular structure, C24H42Cl5N4O4PRh in a non-equilibrium geometry, with properties calculated with wB97M-V/def2-TZVPD.

Structure (XYZ):
```
81
Properties=species:S:1:pos:R:3:forces:R:3
Rh 0.17920 -0.27200 0.18070 1.12 1.19 0.77
C 2.67390 1.18190 1.79940 0.05 -0.30 0.10
C 1.66330 0.86000 2.90570 0.65 0.19 -0.34
N 0.34600 0.47230 2.39250 -1.01 -1.46 -0.84
C -0.68430 1.49730 2.53740 -0.39 0.68 -0.23
C -0.42530 2.63500 1.55240 -0.02 -0.21 0.56
N -0.34360 2.07260 0.20950 -0.02 -0.63 -0.52
C 0.05660 3.03140 -0.82010 0.45 0.24 -0.51
C 0.98690 2.41780 -1.87010 -0.37 0.01 0.10
C 0.39020 1.23980 -2.64760 -0.05 0.71 0.21
N 0.66470 -0.06200 -2.03610 -1.24 -1.21 1.14
C 1.98070 -0.64960 -2.31240 0.94 -0.23 0.50
C 3.01590 -0.31210 -1.23600 -0.38 0.44 -1.09
N 2.49670 -0.62780 0.09880 -1.88 -0.62 0.42
C 3.31930 -0.06160 1.17750 0.02 0.45 0.54
H 3.45710 1.80780 2.22490 0.04 0.05 -0.01
H 2.17460 1.73880 1.00780 0.09 0.24 -0.05
H 1.56310 1.73460 3.55910 -0.16 -0.14 -0.07
H 2.06010 0.04440 3.51030 -0.08 0.02 0.05
H 0.04150 -0.37260 2.87450 0.07 0.17 0.08
H -0.72530 1.89440 3.56170 0.05 -0.14 -0.15
H -1.65170 1.04230 2.30660 0.05 -0.03 0.08
H 0.52510 3.11810 1.79220 -0.06 0.06 -0.05
H -1.22100 3.39010 1.63770 0.18 -0.10 -0.03
H -1.26430 1.70720 -0.03130 0.01 0.16 -0.02
H 0.59660 3.85390 -0.34150 -0.13 -0.02 -0.01
H -0.82180 3.45700 -1.32060 0.05 0.00 0.14
H 1.89570 2.09160 -1.37260 0.16 0.13 0.00
H 1.25390 3.20550 -2.57250 0.08 0.05 -0.03
H 0.79070 1.25310 -3.67050 -0.11 -0.24 0.18
H -0.69530 1.35240 -2.70920 0.05 -0.05 -0.11
H -0.04020 -0.71140 -2.38870 0.33 -0.32 -0.49
H 2.36020 -0.31740 -3.28650 -0.17 -0.10 0.09
H 1.85880 -1.73880 -2.35630 -0.23 0.02 -0.24
H 3.27940 0.74790 -1.27320 0.05 -0.12 0.21
H 3.92920 -0.88270 -1.45510 -0.13 0.08 0.23
H 2.47880 -1.64360 0.18520 -0.04 0.05 0.01
H 4.30210 0.21260 0.77990 -0.12 -0.17 -0.06
H 3.47150 -0.81540 1.95150 0.00 -0.04 -0.08
C -4.28540 -0.45890 -4.35230 0.30 0.06 0.29
C -2.93940 -1.10800 -4.05960 -0.43 -0.46 -1.38
C -1.91240 -0.74510 -5.12740 -0.10 0.03 0.43
C -3.08430 -2.61490 -3.96880 0.21 0.07 0.22
O -2.43260 -0.52360 -2.82060 0.20 0.26 1.38
P -2.51810 -1.05580 -1.35140 -0.71 -2.01 -1.68
O -1.54650 -2.31550 -1.40420 -0.32 1.21 0.06
O -2.10610 0.01250 -0.41210 1.67 0.45 1.33
O -3.93860 -1.68270 -1.08540 1.14 0.31 -0.18
C -4.99930 -1.04340 -0.32690 -1.01 0.29 0.57
C -6.24570 -1.87920 -0.60300 0.36 0.08 -0.03
C -5.20860 0.38990 -0.79640 0.14 -0.28 -0.09
C -4.63710 -1.08820 1.15170 0.09 -0.15 -0.26
H -4.62420 -0.72670 -5.34850 0.00 -0.08 -0.08
H -4.19980 0.62240 -4.29270 -0.05 0.19 -0.02
H -5.02000 -0.80170 -3.63010 -0.20 -0.03 0.04
H -2.25060 -1.12640 -6.08640 0.00 -0.01 -0.10
H -0.95200 -1.19800 -4.89370 0.14 -0.16 0.02
H -1.79970 0.33420 -5.19380 -0.02 0.18 -0.07
H -3.48400 -2.98240 -4.90950 -0.07 -0.01 -0.09
H -3.76270 -2.89690 -3.16780 -0.13 -0.10 -0.01
H -2.11860 -3.08070 -3.79840 0.17 -0.07 -0.04
H -6.50980 -1.83610 -1.65590 -0.04 0.02 -0.13
H -7.07620 -1.49520 -0.01790 -0.09 0.04 0.05
H -6.07560 -2.91740 -0.33380 0.02 -0.12 0.06
H -5.45440 0.40880 -1.85300 -0.09 0.05 -0.13
H -4.30410 0.96950 -0.64240 0.02 0.24 0.09
H -6.02810 0.83600 -0.23970 -0.02 0.07 0.05
H -4.54550 -2.11970 1.48100 0.00 -0.12 0.08
H -5.41140 -0.59850 1.73490 -0.06 0.04 0.08
H -3.68730 -0.58650 1.31310 0.04 0.11 0.14
Cl 0.58390 -3.47820 -3.38770 1.11 1.35 -0.58
C -0.90330 -2.97210 -0.38780 0.22 -0.67 0.44
C -0.33500 -2.33100 0.71610 1.13 0.63 -1.78
C 0.28520 -3.17400 1.64300 -0.04 0.13 -0.21
Cl 1.00790 -2.51210 3.06060 0.34 0.37 0.47
C 0.37610 -4.55740 1.49840 -0.19 -0.09 0.00
Cl 1.09050 -5.54310 2.71520 -0.02 0.13 -0.06
C -0.12000 -5.15240 0.34010 -0.06 0.18 -0.08
Cl 0.03490 -6.83620 0.07360 0.01 0.19 0.07
C -0.75260 -4.34770 -0.60390 -0.42 -0.27 -0.52
Cl -1.28600 -5.01720 -2.08180 -1.13 -0.82 1.20
```
Positions in Å, forces in eV/Å.

Summary:
Net charge: +1
HOMO level (alpha / beta) (eV): -9.23 / -9.23
Gap between HOMO and LUMO (alpha / beta) (Eh): 0.1670 / 0.1670

Need the Mulliken charges? In units of e they are:
1 Rh 0.92
2 C -0.22
3 C -0.81
4 N -0.31
5 C -0.76
6 C -0.98
7 N 0.71
8 C -1.13
9 C -0.68
10 C -0.33
11 N 0.98
12 C -0.83
13 C -1.09
14 N 0.34
15 C -0.97
16 H 0.52
17 H -0.18
18 H 0.29
19 H 0.50
20 H 0.34
21 H 0.52
22 H 0.15
23 H 0.49
24 H 0.47
25 H 0.10
26 H 0.57
27 H 0.36
28 H -0.04
29 H 0.41
30 H 0.48
31 H -0.04
32 H -0.61
33 H 0.19
34 H 0.18
35 H 0.61
36 H 0.44
37 H 0.29
38 H 0.35
39 H 0.44
40 C -1.57
41 C 1.53
42 C -1.66
43 C -1.46
44 O 0.36
45 P -0.42
46 O 0.97
47 O -0.68
48 O -0.39
49 C 1.44
50 C -1.77
51 C -1.20
52 C -1.12
53 H 0.49
54 H 0.33
55 H 0.20
56 H 0.50
57 H 0.27
58 H 0.35
59 H 0.54
60 H 0.23
61 H 0.17
62 H 0.36
63 H 0.44
64 H 0.38
65 H 0.26
66 H 0.12
67 H 0.56
68 H 0.35
69 H 0.55
70 H -0.24
71 Cl -0.57
72 C -0.94
73 C -0.50
74 C 1.76
75 Cl -0.26
76 C -0.13
77 Cl -0.17
78 C 0.24
79 Cl -0.16
80 C 0.24
81 Cl -0.06

***

Entry 3:
Below is 7 unconnected molecules or ions with the total composition C17H31ClF3NO28S7 in a non-equilibrium geometry, with properties calculated with wB97M-V/def2-TZVPD.

Structure (XYZ):
```
88
Properties=species:S:1:pos:R:3:forces:R:3
C 2.46131 3.07912 -1.82118 -0.81 -0.23 1.87
C 1.86203 1.74353 -1.24317 0.25 0.08 -0.36
Cl 2.90852 1.15116 0.14888 -0.39 0.27 -0.35
C 1.82072 0.57294 -2.27647 1.16 -0.08 -0.11
O 0.50976 0.28833 -2.81130 -1.35 2.16 2.69
C -0.33932 -0.11221 -1.87652 -0.56 -0.04 -0.72
O -0.03575 -0.54409 -0.82709 0.78 -0.64 2.13
N -1.76105 -0.06400 -2.20493 1.49 1.27 -0.97
S -2.47296 1.43746 -1.97731 -2.95 -0.32 0.73
O -2.53548 1.79418 -0.59652 1.73 -0.22 0.20
O -3.75270 1.36764 -2.59327 1.46 2.46 -0.71
C -1.58476 2.82956 -2.85184 -0.60 1.09 -0.89
F -2.54436 3.68982 -3.22006 -0.09 -0.31 0.28
F -0.77344 3.51886 -2.05993 0.44 -0.70 -0.07
F -0.99456 2.44595 -3.98311 0.41 -0.26 0.52
H 2.67610 3.03852 -2.90054 0.11 -0.03 0.61
H 1.70595 3.86647 -1.61462 0.47 -0.33 -0.40
H 3.35219 3.32443 -1.18050 -1.44 -0.30 -1.16
H 0.88325 1.96852 -0.78463 0.44 -0.49 -0.24
H 2.26392 -0.36238 -1.87918 -0.45 0.61 -0.03
H 2.44944 0.88219 -3.13592 -0.67 -0.30 0.31
H -1.89472 -0.41048 -3.16001 -0.43 0.35 0.13
O -0.14779 0.55344 5.19834 0.15 -0.38 0.32
S -0.37831 -0.75738 4.69300 -0.08 -0.35 -1.17
O -0.15304 -1.92745 5.46934 -0.12 0.38 0.28
O 0.40917 -0.89710 3.30100 -0.35 0.45 0.75
C -0.51321 -1.22753 2.25321 -0.23 -0.55 -0.47
C -1.83001 -0.62321 2.68082 0.14 0.56 -0.39
O -1.87459 -0.82195 4.10210 0.43 -0.32 0.37
H -0.57732 -2.31478 2.18986 -0.04 -0.01 -0.02
H -0.17178 -0.82933 1.30295 0.20 0.08 0.19
H -2.68249 -1.09553 2.19895 -0.02 -0.09 0.26
H -1.85453 0.45202 2.48694 -0.03 -0.04 -0.06
O -2.47400 6.35867 5.93469 0.18 0.20 0.08
S -1.62676 5.51515 6.69942 0.01 -0.64 -0.20
O -0.75813 6.01689 7.70210 -0.19 0.19 0.02
O -0.77718 4.60065 5.68348 -0.59 0.31 0.21
C -1.02087 3.21408 5.95768 0.18 -0.29 0.30
C -2.42204 3.16866 6.52881 -0.24 -0.11 -0.52
O -2.52194 4.34010 7.34561 0.52 0.20 0.05
H -0.28402 2.87567 6.68848 -0.02 -0.06 -0.06
H -0.92608 2.62543 5.05258 0.07 0.27 -0.07
H -2.60190 2.27261 7.11821 0.02 0.18 0.19
H -3.17488 3.24115 5.73951 0.03 -0.05 0.00
O 7.11449 3.47063 -3.18867 -0.24 0.16 -0.11
S 6.34752 3.50017 -1.99639 0.42 -0.08 0.52
O 4.94254 3.73018 -1.99636 1.44 0.20 -0.57
O 7.04276 4.53146 -0.97285 0.06 -0.42 -0.37
C 7.37847 3.85534 0.24301 -0.27 -0.11 0.50
C 7.61978 2.41590 -0.16249 0.58 0.04 -0.03
O 6.63595 2.15166 -1.16663 -0.40 0.49 0.01
H 6.52911 3.93795 0.92524 0.04 -0.03 0.01
H 8.25505 4.30889 0.70077 -0.02 0.13 -0.22
H 7.51305 1.72493 0.67052 -0.24 -0.07 -0.15
H 8.60711 2.29061 -0.61405 0.00 0.02 0.06
O -1.16531 -4.79993 1.83633 0.13 -0.13 -0.22
S -0.27207 -5.60378 2.59674 -0.06 -0.03 0.85
O 0.91513 -6.15320 2.05415 -0.05 0.22 -0.25
O -1.12419 -6.78628 3.28217 -0.05 0.53 -0.20
C -0.97650 -6.72828 4.70330 0.40 -0.19 0.41
C -0.72271 -5.26736 5.01498 -0.57 0.17 0.16
O 0.10815 -4.80555 3.94584 0.10 -0.58 -0.46
H -0.12038 -7.34727 4.98187 -0.03 0.02 0.03
H -1.87089 -7.10651 5.19404 -0.07 0.00 -0.24
H -0.22918 -5.12591 5.97330 0.20 0.12 -0.18
H -1.64994 -4.68950 4.99633 0.02 -0.02 0.08
O -4.25859 -0.63900 -2.78991 -1.31 -2.68 -0.52
S -5.56052 -1.19552 -2.88534 0.10 -0.53 0.33
O -6.54980 -0.66996 -3.75240 0.19 0.05 -0.14
O -6.17130 -1.29701 -1.39736 0.46 -0.09 -0.29
C -6.51442 -2.65393 -1.10339 -0.44 -0.30 -0.09
C -5.55910 -3.49129 -1.92955 0.41 -0.06 0.39
O -5.42991 -2.78427 -3.16508 -0.52 0.32 0.04
H -7.55057 -2.81749 -1.40903 0.02 -0.04 0.02
H -6.41728 -2.84721 -0.03700 0.09 0.23 -0.02
H -5.93025 -4.49918 -2.10137 -0.02 0.10 -0.24
H -4.57172 -3.54257 -1.46291 -0.05 -0.04 0.05
O 2.73189 -2.29697 -4.89208 -0.18 0.05 0.29
S 1.75443 -1.42435 -5.43396 -0.17 0.06 -0.79
O 0.92927 -0.59993 -4.61119 1.02 -1.49 -2.46
O 0.81649 -2.27387 -6.43361 0.53 0.09 0.18
C 0.85733 -1.69839 -7.74312 -0.28 0.41 -0.27
C 2.22164 -1.04666 -7.84357 0.26 -0.46 -0.28
O 2.45710 -0.49250 -6.54555 -0.53 -0.05 0.28
H 0.05753 -0.95764 -7.81557 0.03 -0.01 -0.04
H 0.70889 -2.46561 -8.50011 0.01 -0.14 0.21
H 2.25757 -0.27026 -8.60424 0.02 0.16 0.23
H 3.00097 -1.78637 -8.04269 -0.04 0.01 -0.05
```
Positions in Å, forces in eV/Å.

Summary:
HOMO level (eV): -10.59
SMILES string: C[C@H](Cl)COC(=O)NS(=O)(=O)C(F)(F)F.O=S1(=O)OCCO1.O=S1(=O)OCCO1.O=S1(=O)OCCO1.O=S1(=O)OCCO1.O=S1(=O)OCCO1.O=S1(=O)OCCO1
Gap between HOMO and LUMO (Eh): 0.3952

Need the Mulliken charges? In units of e they are:
1 C -1.26
2 C 1.10
3 Cl -0.24
4 C -1.36
5 O 0.05
6 C -0.22
7 O -0.53
8 N 0.06
9 S 1.25
10 O -0.65
11 O -0.60
12 C 0.63
13 F -0.21
14 F -0.21
15 F -0.21
16 H 0.29
17 H 0.25
18 H 0.42
19 H 0.15
20 H 0.58
21 H 0.36
22 H 0.43
23 O -0.47
24 S 1.03
25 O -0.54
26 O -0.29
27 C 0.81
28 C -0.33
29 O -0.37
30 H -0.21
31 H -0.17
32 H 0.34
33 H 0.31
34 O -0.53
35 S 1.09
36 O -0.54
37 O -0.31
38 C -0.14
39 C -0.29
40 O -0.34
41 H 0.26
42 H 0.19
43 H 0.29
44 H 0.34
45 O -0.58
46 S 1.02
47 O -0.44
48 O -0.32
49 C -0.33
50 C -0.33
51 O -0.29
52 H 0.28
53 H 0.31
54 H 0.32
55 H 0.28
56 O -0.52
57 S 1.09
58 O -0.56
59 O -0.32
60 C -0.36
61 C -0.30
62 O -0.26
63 H 0.30
64 H 0.30
65 H 0.36
66 H 0.24
67 O -0.24
68 S 0.86
69 O -0.57
70 O -0.32
71 C -0.35
72 C -0.32
73 O -0.34
74 H 0.29
75 H 0.32
76 H 0.32
77 H 0.25
78 O -0.63
79 S 1.04
80 O -0.34
81 O -0.33
82 C -0.33
83 C -0.37
84 O -0.31
85 H 0.26
86 H 0.32
87 H 0.32
88 H 0.32

***

Entry 4:
Below is C2H4N6O in the gas phase in a non-equilibrium geometry, with properties calculated with wB97M-V/def2-TZVPD.

Structure (XYZ):
```
13
Properties=species:S:1:pos:R:3:forces:R:3
N 1.05553 1.32221 -0.03263 -0.52 -0.72 0.32
C 0.45393 0.16187 0.01070 -2.52 -0.39 -0.43
N 1.14201 -0.95278 0.01323 -0.69 0.74 0.97
O 2.49632 -0.98948 -0.07439 0.89 0.02 0.17
C -1.08575 0.01734 -0.01270 0.03 0.20 -0.52
N -1.84067 -1.14095 -0.07161 1.93 0.97 0.72
N -3.10117 -0.71338 -0.08743 1.67 -0.79 -0.54
N -3.09564 0.57479 -0.14030 -1.59 2.16 0.27
N -1.90535 1.11612 -0.08545 1.60 -1.66 0.12
H 0.38711 2.05508 -0.13291 0.23 1.21 0.02
H 2.06453 1.32845 -0.03019 -0.20 0.61 -0.18
H 0.52657 -1.69497 -0.18093 0.07 -2.29 -0.20
H 2.90256 -1.08430 0.82461 -0.90 -0.07 -0.73
```
Positions in Å, forces in eV/Å.

Summary:
HOMO level (eV): -9.41
SMILES string: NC(NO)=C1N=NN=N1
Gap between HOMO and LUMO (Eh): 0.3313

Need the Mulliken charges? In units of e they are:
1 N -0.32
2 C 0.16
3 N -0.05
4 O -0.47
5 C 0.72
6 N -0.27
7 N -0.37
8 N -0.34
9 N -0.28
10 H 0.29
11 H 0.25
12 H 0.31
13 H 0.37